1.
Molecular formula: C75H75N15
Method: DFT, ωB97M-V with the def2-TZVPD basis set

The gap between HOMO and LUMO is 9.70 eV. The value obtained for the max |F| is 3.3 eV Å⁻¹.

```
! RIJCOSX wB97M-V def2-TZVPD def2/J DEFGRID3
* xyz 0 1
N 3.3229 0.6262 -3.7144
C 4.4759 1.1255 -3.1415
C 5.3919 1.9131 -3.8094
C 5.0265 2.2712 -5.1417
C 3.8395 1.8023 -5.7185
C 3.0268 0.9472 -4.9446
H 4.5762 0.8097 -2.0915
H 6.3175 2.1923 -3.4182
H 5.6560 2.9526 -5.7211
H 3.5653 2.1024 -6.7212
H 2.1069 0.5377 -5.4017
N -1.9454 6.2601 1.9309
C -1.1745 5.2341 2.4393
C -1.4321 3.9028 2.0531
C -2.5155 3.6310 1.2271
C -3.2075 4.6971 0.6805
C -2.8953 5.9911 1.0896
H -0.3889 5.5358 3.1069
H -0.8349 3.0897 2.4706
H -2.7508 2.5600 0.9775
H -3.9738 4.6419 -0.0515
H -3.3097 6.8501 0.5886
N -5.1357 1.5373 0.9541
C -5.4692 1.2368 -0.2708
C -6.4970 1.8846 -0.9788
C -7.2479 2.7959 -0.2359
C -6.8821 3.1032 1.0773
C -5.7660 2.5413 1.6351
H -4.8039 0.5650 -0.7662
H -6.7431 1.7379 -2.0031
H -7.9866 3.4009 -0.7292
H -7.4042 3.9093 1.6420
H -5.2921 2.9235 2.5297
N -2.2462 -0.7715 4.7725
C -1.6181 -0.2630 5.8448
C -0.4257 -0.8052 6.2666
C 0.1926 -1.8672 5.5911
C -0.4321 -2.3200 4.4135
C -1.6037 -1.7137 4.0181
H -2.1461 0.5477 6.3299
H -0.0199 -0.3310 7.1488
H 1.0845 -2.3502 5.9416
H 0.0331 -3.1132 3.8732
H -2.1914 -1.9876 3.1514
N 1.3174 3.3942 4.3027
C 1.8752 4.3523 5.0039
C 2.6233 4.1086 6.1731
C 2.5994 2.8620 6.7213
C 1.8983 1.8260 6.0152
C 1.3668 2.1517 4.7878
H 1.8333 5.3876 4.7032
H 3.0977 4.8888 6.6667
H 3.2223 2.6335 7.5877
H 1.9214 0.8350 6.4099
H 0.8214 1.3630 4.2509
N 3.2074 -3.1361 3.6319
C 3.9821 -3.1321 4.7684
C 4.3065 -1.9627 5.4161
C 3.8965 -0.7579 4.8880
C 3.1703 -0.7530 3.6986
C 2.8576 -1.9521 3.1104
H 4.4241 -4.1068 4.9807
H 4.9147 -2.0035 6.3436
H 4.1032 0.2043 5.3528
H 2.8303 0.2279 3.2507
H 2.3599 -1.9016 2.1325
N 6.5329 1.2947 -0.3987
C 6.2150 2.5827 -0.3312
C 4.9444 3.0372 0.1077
C 4.0103 2.1317 0.5607
C 4.3866 0.7776 0.5362
C 5.6052 0.3748 0.0208
H 6.9356 3.3075 -0.6824
H 4.8196 4.1020 -0.0368
H 3.0377 2.4556 0.8310
H 3.6407 0.0683 0.8775
H 5.8947 -0.6621 -0.1548
N 0.8877 5.9351 -1.5095
C 1.9498 5.6431 -2.1999
C 2.4714 4.3415 -2.3365
C 1.7282 3.3513 -1.6965
C 0.5882 3.6525 -0.9964
C 0.2271 4.9708 -0.8682
H 2.4227 6.5116 -2.6043
H 3.2818 4.0522 -2.9784
H 2.0179 2.3300 -1.8687
H 0.1069 2.8124 -0.5950
H -0.5895 5.3800 -0.2842
N 4.5686 -4.5102 -3.9137
C 4.8236 -5.3154 -2.8409
C 4.8301 -4.9158 -1.5109
C 4.4740 -3.6106 -1.2589
C 4.1533 -2.7142 -2.3176
C 4.2623 -3.2607 -3.6123
H 5.1356 -6.3475 -3.0491
H 5.2751 -5.4804 -0.7148
H 4.5054 -3.3072 -0.2209
H 3.9223 -1.6793 -2.1330
H 4.1722 -2.6049 -4.4606
N -4.1706 -1.8291 -1.9098
C -5.4808 -2.1484 -2.1731
C -5.8708 -3.2075 -2.9531
C -4.7953 -3.9836 -3.4899
C -3.4563 -3.7371 -3.1789
C -3.2135 -2.5851 -2.4780
H -6.1751 -1.5253 -1.6417
H -6.8696 -3.3128 -3.2375
H -5.0204 -4.7720 -4.1691
H -2.6639 -4.3855 -3.4976
H -2.2075 -2.1708 -2.3424
N -0.4654 1.7057 -5.0177
C -1.3767 0.7377 -4.8280
C -2.3599 0.8486 -3.8746
C -2.4410 2.0646 -3.1319
C -1.5234 3.0639 -3.3633
C -0.5719 2.8661 -4.3742
H -1.1120 -0.2275 -5.3441
H -3.0456 0.0781 -3.6992
H -3.2103 2.1386 -2.3302
H -1.5220 3.9839 -2.8130
H 0.2304 3.6055 -4.5776
N -0.3620 -5.6515 -0.3809
C -1.3328 -4.7511 -0.2791
C -1.1293 -3.5025 0.2699
C 0.1050 -3.1940 0.8448
C 1.1299 -4.0980 0.7041
C 0.8668 -5.3199 0.0832
H -2.2988 -5.0999 -0.6723
H -1.9312 -2.7513 0.2818
H 0.3131 -2.2972 1.3873
H 2.1263 -3.9422 1.1564
H 1.5790 -6.1045 -0.0428
N -4.1971 -2.0454 1.8745
C -4.7737 -1.4436 2.9113
C -6.0280 -1.7757 3.3884
C -6.7299 -2.7736 2.6914
C -6.1247 -3.4046 1.5898
C -4.8656 -2.9690 1.2074
H -4.1885 -0.6609 3.4250
H -6.5625 -1.2408 4.1294
H -7.6881 -3.0236 3.0449
H -6.6537 -4.2077 1.0940
H -4.3637 -3.5057 0.4433
N -0.6118 -4.1268 -4.8646
C -0.0735 -4.1453 -3.6264
C 0.8811 -3.1750 -3.1806
C 1.2491 -2.1537 -4.0412
C 0.5726 -2.0944 -5.2465
C -0.3674 -3.0507 -5.6322
H -0.1891 -4.9834 -2.9314
H 1.4056 -3.2875 -2.2813
H 1.9934 -1.4170 -3.7817
H 0.7606 -1.3282 -5.9605
H -0.7894 -3.0882 -6.6061
N 1.1603 0.2325 0.6769
C 1.1371 0.0490 -0.6473
C -0.0621 -0.2004 -1.3864
C -1.2738 -0.2827 -0.6478
C -1.2422 0.0132 0.7347
C 0.0015 0.2593 1.3631
H 2.0967 0.1284 -1.1756
H -0.0655 -0.3464 -2.4710
H -2.2019 -0.4030 -1.1363
H -2.1682 -0.0384 1.2588
H 0.0757 0.4257 2.4068
*
```

2.
Molecular formula: C75H76BrNPSb2ScSi2
Method: DFT, ωB97M-V with the def2-TZVPD basis set

The gap between HOMO and LUMO is 6.78 eV. The value obtained for the max |F| is 0.6 eV Å⁻¹.

```
! RIJCOSX wB97M-V def2-TZVPD def2/J DEFGRID3
* xyz 0 1
Sc 0.6096 -0.1291 0.3629
C 4.1631 -0.2800 2.1680
C 4.1534 0.6040 3.3819
C 5.3650 0.9753 3.9531
C 5.4165 1.7487 5.1025
C 4.2367 2.1598 5.7015
C 3.0221 1.8034 5.1395
C 2.9638 1.0388 3.9792
P 1.3714 0.4852 3.2525
C 0.1908 1.5491 4.1831
C 0.4631 2.9071 3.9786
C -0.2593 3.9022 4.6022
C -1.3070 3.5522 5.4424
C -1.6230 2.2184 5.6050
C -0.9076 1.1949 4.9769
C -1.4420 -0.1991 5.1702
C 1.2953 -1.1966 3.9314
C 1.5093 -1.4509 5.2845
C 1.2749 -2.7066 5.8073
C 0.8218 -3.7163 4.9603
C 0.6872 -3.4863 3.6054
C 0.9633 -2.2321 3.0444
C 0.9830 -2.0260 1.5769
H 5.1317 -0.2551 1.6709
H 3.4140 0.0260 1.4277
H 3.9418 -1.3155 2.4364
H 6.2824 0.6483 3.4829
H 6.3712 2.0253 5.5260
H 4.2555 2.7568 6.6024
H 2.1072 2.1382 5.6150
H 1.2787 3.1893 3.3254
H -0.0074 4.9377 4.4239
H -1.8883 4.3114 5.9457
H -2.4694 1.9444 6.2228
H -2.5265 -0.1501 5.2785
H -1.0423 -0.6635 6.0712
H -1.2044 -0.8649 4.3475
H 1.8287 -0.6460 5.9360
H 1.4247 -2.8982 6.8603
H 0.6110 -4.6996 5.3584
H 0.4036 -4.2975 2.9481
H 0.5863 -2.9129 1.0564
H 2.0509 -1.9906 1.2771
C -3.4390 0.5660 -2.1576
C -4.6180 -0.2921 -1.7101
C -4.3308 -1.3746 -0.6622
Sb -2.3579 -2.1137 -0.0273
C -1.6957 -3.9371 -0.9947
C -1.5421 -4.2273 -2.3444
C -0.9700 -5.4221 -2.7598
C -0.5216 -6.3459 -1.8319
C -0.6466 -6.0642 -0.4818
C -1.2285 -4.8764 -0.0720
C -3.3871 -3.2430 1.4922
C -4.2624 -4.2629 1.1260
C -4.9797 -4.9585 2.0843
C -4.8301 -4.6497 3.4282
C -3.9558 -3.6475 3.8081
C -3.2415 -2.9500 2.8418
Sb -2.0078 -0.6890 -3.1828
C -3.4495 -1.5433 -4.5348
C -3.6847 -1.0030 -5.7942
C -4.6367 -1.5577 -6.6373
C -5.3670 -2.6637 -6.2319
C -5.1377 -3.2159 -4.9816
C -4.1842 -2.6594 -4.1436
C -1.0501 0.6128 -4.5611
C 0.1632 0.1643 -5.0738
C 0.8702 0.9325 -5.9852
C 0.3788 2.1680 -6.3761
C -0.8254 2.6258 -5.8660
C -1.5398 1.8474 -4.9676
H -2.9346 0.9933 -1.2853
H -3.7611 1.3877 -2.7960
H -5.0772 -0.7554 -2.5857
H -5.3843 0.3645 -1.2843
H -4.9587 -2.2511 -0.8247
H -4.6058 -0.9953 0.3288
H -1.8737 -3.5371 -3.1069
H -0.8753 -5.6233 -3.8181
H -0.0687 -7.2723 -2.1570
H -0.2895 -6.7672 0.2565
H -1.3240 -4.6909 0.9907
H -4.3763 -4.5317 0.0822
H -5.6540 -5.7483 1.7830
H -5.3872 -5.1977 4.1759
H -3.8175 -3.4124 4.8542
H -2.5380 -2.1971 3.1657
H -3.1171 -0.1439 -6.1322
H -4.8055 -1.1245 -7.6144
H -6.1086 -3.0966 -6.8892
H -5.6975 -4.0829 -4.6586
H -4.0192 -3.1103 -3.1711
H 0.5752 -0.7829 -4.7482
H 1.8116 0.5715 -6.3769
H 0.9375 2.7778 -7.0734
H -1.2067 3.5943 -6.1602
H -2.4787 2.2181 -4.5794
C 2.9473 -2.4235 -3.7080
Si 2.7493 -2.1975 -1.8409
C 2.6391 -3.9160 -1.0724
C 4.3212 -1.3671 -1.2057
C 1.1895 -1.2537 -1.4730
H 3.7726 -3.0978 -3.9409
H 3.1517 -1.4665 -4.1870
H 2.0427 -2.8384 -4.1524
H 3.4913 -4.5301 -1.3633
H 1.7322 -4.4278 -1.3911
H 2.6212 -3.8656 0.0150
H 5.1884 -1.6675 -1.7904
H 4.5139 -1.6446 -0.1682
H 4.2513 -0.2813 -1.2654
H 0.3803 -1.9981 -1.5653
H 1.0383 -0.5292 -2.2882
Br -5.0227 3.5504 2.8929
C -3.5288 2.5970 2.2593
C -3.4164 1.2375 2.5074
C -2.2999 0.5896 2.0244
N -1.3332 1.1821 1.3183
C -1.4451 2.4981 1.1315
C -2.5247 3.2477 1.5697
H -4.1605 0.6994 3.0744
H -2.1616 -0.4604 2.2285
H -0.6313 2.9915 0.6298
H -2.5565 4.3100 1.3821
C 5.1367 1.4822 -3.6511
C 3.8231 1.2146 -4.0077
C 2.7944 1.5013 -3.1283
C 3.0345 2.0687 -1.8724
C 4.3616 2.3471 -1.5459
C 5.4005 2.0544 -2.4185
Si 1.5142 2.3672 -0.7539
C 2.0843 3.6499 0.5560
C 3.1340 3.3389 1.4241
C 3.5787 4.2213 2.3951
C 2.9488 5.4476 2.5518
C 1.8906 5.7775 1.7208
C 1.4765 4.8961 0.7320
C 0.4329 3.4663 -1.8948
C -0.9545 3.4046 -1.9631
C -1.7007 4.3306 -2.6799
C -1.0598 5.3355 -3.3838
C 0.3265 5.3981 -3.3689
C 1.0555 4.4816 -2.6309
H 5.9449 1.2541 -4.3324
H 3.6002 0.7824 -4.9744
H 1.7743 1.2934 -3.4357
H 4.6014 2.8175 -0.6022
H 6.4200 2.2818 -2.1350
H 3.6229 2.3763 1.3434
H 4.3978 3.9394 3.0429
H 3.2794 6.1379 3.3160
H 1.3949 6.7334 1.8298
H 0.6689 5.1963 0.0735
H -1.4817 2.6120 -1.4420
H -2.7808 4.2596 -2.6942
H -1.6327 6.0605 -3.9472
H 0.8393 6.1709 -3.9263
H 2.1354 4.5571 -2.6185
*
```

Taking the records one at a time from the top gives relative energy (zero: lowest compared OMol25 entry of this formula, charge and spin) values of 103.6, 0.0 kJ/mol.
Taking the records one at a time from the top gives HOMO level values of -9.202, -7.001 eV.